Molecular formula: C53H117N7O7
Method: DFT, ωB97M-V/def2-TZVPD

Values from the calculation:
HOMO energy = -8.16 eV
E_LUMO = 0.02332 Ha
Total charge = 0
Total energy = -2999.221599 a.u.
SMILES = CC1(C)CCCC(C)(C)N1O.CC1(C)CCCC(C)(C)N1O.CC1(C)CCCC(C)(C)N1O.CC1(C)CCCC(C)(C)N1O.CC1(C)CCCC(C)(C)N1O.COC[C@H](C)N.COC[C@H](C)N
Kohn-Sham gap = 0.323 Eh
Relative energy (zero: lowest compared OMol25 entry of this formula, charge and spin) = 276.3 kJ/mol

```
184
C53H117N7O7 ωB97M-V/def2-TZVPD
C -2.46956 -4.43552 1.29758
C -3.00614 -2.93899 1.63608
C -4.29969 -3.05015 2.37526
C -4.75461 -1.71029 2.96729
C -3.64315 -1.17563 3.85373
C -2.25006 -1.02044 3.17798
N -1.96964 -2.31652 2.54106
O -0.73955 -2.06787 1.86534
C -2.36010 0.17150 2.23160
C -1.15779 -0.75939 4.22615
C -3.04230 -2.18559 0.24556
H -2.08573 -4.99595 2.18531
H -1.76746 -4.28594 0.49664
H -3.27633 -4.99059 0.84895
H -5.01327 -3.54276 1.66170
H -4.11309 -3.85014 3.12927
H -5.56941 -1.79035 3.71976
H -5.04809 -0.93913 2.26128
H -3.48257 -1.90724 4.68016
H -3.91424 -0.24887 4.27898
H -1.39080 0.41517 1.85134
H -3.02099 0.12970 1.38766
H -2.62852 1.13164 2.71308
H -1.33198 0.14681 4.75295
H -1.12445 -1.58101 4.91901
H -0.20191 -0.73207 3.68412
H -3.38027 -2.94031 -0.46302
H -2.07905 -1.82471 0.02134
H -3.66153 -1.31687 0.23228
H -0.13478 -2.82624 2.06619
C 7.61770 2.99477 -0.00180
C 6.72692 1.74293 -0.01799
C 5.38846 2.14764 -0.72257
C 4.59899 0.81899 -1.05841
C 5.33619 -0.12039 -1.97937
C 6.67743 -0.47413 -1.35365
N 7.38544 0.75437 -0.97374
O 8.67356 0.39838 -0.34288
C 6.54474 -1.59198 -0.28912
C 7.59583 -1.11165 -2.45428
C 6.61710 1.23018 1.44541
H 7.08177 3.75894 0.57413
H 7.74451 3.39673 -1.00998
H 8.57800 2.72806 0.49983
H 4.70233 2.79635 -0.15414
H 5.62525 2.69915 -1.65516
H 3.64724 1.05343 -1.48524
H 4.46124 0.35969 -0.07622
H 5.48700 0.32891 -2.96986
H 4.72235 -1.01839 -2.20162
H 5.71804 -1.36132 0.38967
H 6.27827 -2.56552 -0.70810
H 7.45900 -1.65541 0.29847
H 7.05187 -1.94121 -2.98101
H 7.85627 -0.39882 -3.18611
H 8.50371 -1.50959 -1.97302
H 5.79381 0.47320 1.57778
H 6.44261 2.13843 2.04965
H 7.56061 0.78061 1.73352
H 9.21879 0.52771 -1.08874
C -5.98947 -0.56789 -2.41087
C -6.36428 -0.05177 -3.85750
C -7.29370 -1.03056 -4.58050
C -8.75757 -0.88067 -4.16765
C -9.16471 0.58903 -4.39962
C -8.25041 1.60586 -3.63695
N -6.83559 1.31138 -3.89990
O -5.99232 2.13775 -3.17757
C -8.56003 3.04446 -4.23434
C -8.81318 1.63322 -2.18412
C -5.08512 -0.09585 -4.63840
H -5.55673 -1.57761 -2.57109
H -6.91516 -0.66069 -1.83226
H -5.35054 0.17183 -1.91024
H -7.21721 -0.82218 -5.68576
H -6.85632 -2.03290 -4.37308
H -9.05126 -1.08054 -3.12904
H -9.39652 -1.60368 -4.77750
H -10.13599 0.72612 -4.00751
H -9.25208 0.78605 -5.44516
H -7.78252 3.68123 -3.83845
H -8.60007 3.19594 -5.29105
H -9.48423 3.39589 -3.81392
H -8.33730 0.82471 -1.63076
H -8.69768 2.54923 -1.63569
H -9.91380 1.45556 -2.10467
H -5.29703 0.00828 -5.69494
H -4.71364 -1.09564 -4.52042
H -4.41349 0.68943 -4.32268
H -5.89861 2.94882 -3.65493
C 1.18744 -5.54331 1.53262
C 2.33576 -5.22776 2.53520
C 3.61409 -5.21845 1.72744
C 4.79797 -4.60008 2.50647
C 4.38278 -3.18611 2.86723
C 3.09729 -3.11978 3.68363
N 2.04679 -3.89085 3.05406
O 0.88734 -3.82125 3.79569
C 3.34678 -3.61677 5.20236
C 2.65178 -1.59263 3.68181
C 2.33081 -6.31066 3.66465
H 1.34259 -6.55398 1.02586
H 1.08511 -4.66235 0.84075
H 0.22107 -5.72004 1.96503
H 3.82383 -6.23779 1.39328
H 3.52259 -4.76458 0.73499
H 5.61153 -4.58041 1.83908
H 5.13645 -5.24714 3.32153
H 4.15820 -2.76151 1.90701
H 5.15944 -2.64708 3.45773
H 2.47580 -4.00415 5.72541
H 4.07403 -4.45596 5.23506
H 3.68759 -2.79016 5.83351
H 1.80248 -1.39487 4.31458
H 3.44502 -0.88467 4.04007
H 2.36929 -1.32723 2.67464
H 2.42157 -7.28952 3.32850
H 1.31839 -6.14628 4.07974
H 3.06351 -6.07896 4.42071
H 1.09358 -4.07507 4.71284
C 2.86469 3.56283 4.08838
C 3.12991 3.45748 2.63928
C 3.34250 1.96982 2.28999
C 2.04530 1.28877 1.93521
C 1.30713 1.97734 0.84181
C 0.88768 3.42502 1.27557
N 2.15338 4.09201 1.69398
O 1.67398 5.28536 2.33741
C 0.35128 4.17564 0.08508
C -0.09200 3.26422 2.44435
C 4.47112 4.21701 2.37973
H 3.68196 3.23962 4.73505
H 1.97218 2.94554 4.43237
H 2.64597 4.62285 4.30394
H 4.07697 1.77943 1.45839
H 3.79030 1.52388 3.21593
H 1.50640 1.16667 2.85375
H 2.27934 0.26308 1.60176
H 0.40033 1.29474 0.64030
H 1.91600 1.92408 -0.06519
H 0.10648 5.21137 0.30426
H 1.16757 4.12736 -0.66220
H -0.55498 3.79018 -0.33020
H 0.29704 2.78005 3.28551
H -0.51119 4.26496 2.63712
H -0.89611 2.66706 2.02086
H 4.74379 4.28198 1.34177
H 5.31063 3.72705 2.82129
H 4.42583 5.24188 2.68480
H 1.82250 5.98718 1.66773
C 1.23608 -3.34085 -1.84501
C 1.89578 -2.00637 -1.63114
C 0.82492 -0.92456 -1.56583
O -0.01142 -1.16258 -2.72636
C -0.93141 -0.11849 -2.89725
N 2.68622 -2.06970 -0.37685
H 0.38945 -3.53015 -1.13618
H 1.83101 -4.12153 -1.52892
H 0.87743 -3.50799 -2.84829
H 2.54118 -1.79823 -2.51013
H 1.22864 0.06921 -1.76332
H 0.25559 -0.93369 -0.61216
H -0.51729 0.89961 -3.04339
H -1.60910 -0.01058 -1.99858
H -1.59562 -0.31253 -3.73420
H 3.00398 -1.19523 0.00208
H 2.19134 -2.60540 0.30504
C -0.90042 3.77527 -3.58644
C -2.26291 4.23600 -3.19065
C -3.06631 4.90571 -4.32267
O -4.21690 5.52538 -3.70777
C -5.17094 6.02388 -4.62439
N -2.88695 3.06049 -2.62174
H -0.43532 3.20573 -2.81317
H -0.22327 4.65321 -3.72581
H -0.85932 3.20448 -4.51703
H -2.13418 5.05190 -2.43203
H -3.31106 4.07329 -5.00634
H -2.52159 5.69322 -4.94239
H -6.00949 6.56268 -4.13094
H -5.64382 5.27860 -5.29777
H -4.72933 6.71361 -5.37390
H -3.34553 2.34412 -3.22972
H -3.58763 3.35934 -1.92978
```

---

Molecular formula: C3HBrNO3
Method: DFT, ωB97M-V/def2-TZVPD

Values from the calculation:
HOMO energy = -3.44 eV
E_LUMO = 0.12655 Ha
Total charge = -1
Total energy = -2969.377798 a.u.
SMILES = O=C=NO/C([O-])=C/Br
Kohn-Sham gap = 0.253 Eh
Relative energy (zero: lowest compared OMol25 entry of this formula, charge and spin) = 190.1 kJ/mol

```
9
C3HBrNO3 ωB97M-V/def2-TZVPD
C 0.35771 -1.42607 0.20553
C -1.16359 2.18463 0.53005
C 0.88828 -0.60355 -0.72254
N -0.57911 1.21846 0.16187
O -1.93396 2.91831 1.02494
O 1.69188 -0.70752 -1.63239
O 0.48950 0.86362 -0.57803
Br 0.67563 -3.29848 0.12769
H -0.42634 -1.14939 0.88287
```

---

Molecular formula: C9H8Cl3P
Method: DFT, ωB97M-V/def2-TZVPD

Values from the calculation:
HOMO energy = -8.65 eV
E_LUMO = -0.01298 Ha
Total charge = 0
Total energy = -2069.577902 a.u.
SMILES = Cl/P=C(Cl)/C=C\[C@H]1C=C[C@@H](Cl)C=C1
Kohn-Sham gap = 0.305 Eh
Relative energy (zero: lowest compared OMol25 entry of this formula, charge and spin) = 5.8 kJ/mol

```
21
C9H8Cl3P ωB97M-V/def2-TZVPD
C 1.23270 -0.79696 1.34534
C 2.14423 -1.38121 0.39674
C -1.89864 1.65347 -0.42792
C 0.51484 0.31088 1.17561
C 1.55368 -1.01284 -0.94862
C -0.58573 2.02839 -0.40405
C -2.51637 0.38655 -0.14049
C 0.56306 1.03259 -0.13090
C 0.70263 0.00545 -1.12476
P -2.22982 -1.03562 -0.98378
Cl -3.64120 0.53965 1.17838
Cl -3.21048 -2.39117 0.05958
Cl 2.51036 -3.12936 0.51501
H 1.14355 -1.31398 2.28851
H 3.09580 -0.98053 0.44179
H -2.81623 2.22388 -0.62598
H -0.00245 0.68774 2.03201
H 1.89580 -1.66623 -1.67180
H -0.39175 3.03753 -0.77296
H 1.55593 1.59906 -0.04676
H 0.38009 0.20273 -2.15494
```

---

Molecular formula: C3H10N3
Method: DFT, ωB97M-V/def2-TZVPD

Values from the calculation:
HOMO energy = -14.46 eV
E_LUMO = -0.11570 Ha
Total charge = +1
Total energy = -284.307902 a.u.
SMILES = CN(C=[NH2+])CN
Kohn-Sham gap = 0.416 Eh
Relative energy (zero: lowest compared OMol25 entry of this formula, charge and spin) = 178.7 kJ/mol

```
16
C3H10N3 ωB97M-V/def2-TZVPD
C -0.24704 -1.22727 0.09924
C 0.02731 1.39724 0.04295
C 1.96534 -0.08051 -0.12031
N 0.50142 0.13555 0.06263
N -1.64241 -0.99861 -0.13528
N -1.22142 1.69583 0.20405
H -0.14014 -1.48109 1.12625
H 0.79294 2.06076 0.12247
H 2.39787 -0.51257 0.87708
H 2.25021 -0.76417 -0.97840
H 2.46768 0.89053 -0.35390
H -1.80185 0.83771 0.32963
H -2.37919 -1.77379 0.15910
H -1.82278 -0.84385 -1.11859
H -1.51348 2.61102 0.06474
H 0.36556 -1.94677 -0.38167
```

---

Molecular formula: H12O6Zn
Method: DFT, ωB97M-V/def2-TZVPD

Values from the calculation:
HOMO energy (spin up / spin down) = -6.83 / -15.89 eV
E_LUMO (spin up / spin down) = -0.11555 / -0.13117 Ha
Total charge = +1
Total energy = -2237.693237 a.u.
Spin multiplicity = 2
Kohn-Sham gap (spin up / spin down) = 0.135 / 0.453 Eh
Relative energy (zero: lowest compared OMol25 entry of this formula, charge and spin) = 7.2 kJ/mol

```
19
H12O6Zn ωB97M-V/def2-TZVPD
Zn 0.02628 -0.13916 0.03642
O -0.20254 -2.02691 -0.67443
H -0.38160 -2.15473 -1.60601
H 0.34404 -2.77387 -0.43042
O -1.91766 -0.32773 0.90168
H -2.44711 -1.05097 0.56578
H -2.55664 0.32832 1.18015
O 1.87103 0.27544 -0.92131
H 2.67934 -0.23708 -0.90771
H 2.09452 1.06296 -1.41739
O 1.12370 -0.68853 1.67198
H 1.25663 -1.55398 2.05871
H 1.72777 -0.11798 2.14717
O -1.09980 0.73253 -1.43831
H -1.14795 1.68288 -1.33464
H -1.73000 0.53445 -2.13101
O 0.14396 1.76285 0.79759
H -0.51052 2.34260 1.18718
H 0.72660 2.34893 0.31461
```

---

Molecular formula: C8H15N
Method: DFT, ωB97M-V/def2-TZVPD

Values from the calculation:
HOMO energy = -7.35 eV
E_LUMO = 0.03154 Ha
Total charge = 0
Total energy = -368.395094 a.u.
Kohn-Sham gap = 0.302 Eh
Relative energy (zero: lowest compared OMol25 entry of this formula, charge and spin) = 466.4 kJ/mol

```
24
C8H15N ωB97M-V/def2-TZVPD
C 0.79601 0.19599 -1.05397
C -0.44096 0.69702 0.41634
C 1.59532 1.48576 -1.15062
C 0.04565 -0.08252 -2.34131
C 1.66612 -0.96409 -0.61542
C -1.14374 -0.49705 0.49355
C -1.92846 0.21927 2.27081
C -1.52905 -0.43798 3.35485
N -1.50521 -1.57535 0.03422
H -2.14655 -2.12098 0.60863
H -0.98323 1.53056 -0.01461
H 0.27596 0.89399 1.20593
H -2.72119 0.96586 2.31232
H 2.36811 1.41002 -1.92960
H 0.96199 2.33856 -1.41376
H 2.10916 1.71925 -0.21305
H -0.50177 -1.02702 -2.31044
H -0.65518 0.72358 -2.58136
H 0.74052 -0.16232 -3.19095
H 1.11242 -1.90482 -0.56881
H 2.49425 -1.12457 -1.32179
H 2.12255 -0.77768 0.36252
H -2.00272 -0.32467 4.33131
H -0.72999 -1.18080 3.31520
```

---

Q: What is the formula in the sixth record?
A: C8H15N